DFT (ωB97M-V with the def2-TZVPD basis set) results for a structure of composition C27H29As2InN5O4S3.

The spin multiplicity is 1. Its net charge is -1.

Atoms and positions in Å:
In 0.820 2.076 -0.090
S 2.547 3.183 1.510
C 2.549 1.587 2.054
N 1.768 0.650 1.577
C 1.970 -0.571 2.184
C 1.267 -1.748 1.934
C 1.608 -2.898 2.622
C 2.645 -2.901 3.552
C 3.344 -1.738 3.829
C 2.990 -0.579 3.155
S 3.644 1.032 3.315
H 0.458 -1.731 1.219
H 1.057 -3.810 2.433
H 2.903 -3.815 4.072
H 4.150 -1.729 4.551
C -3.023 -1.394 1.501
As -1.808 -0.506 0.171
C -3.192 0.568 -0.680
C -1.818 -2.053 -1.091
C -3.042 -2.683 -1.330
C -3.159 -3.796 -2.141
C -2.031 -4.303 -2.763
C -0.815 -3.675 -2.570
C -0.675 -2.563 -1.738
As 1.113 -1.748 -1.568
C 2.169 -3.453 -1.504
C 1.385 -1.465 -3.490
H -4.002 -1.672 1.109
H -3.166 -0.691 2.324
H -2.534 -2.285 1.898
H -4.029 -0.036 -1.034
H -2.750 1.102 -1.515
H -3.555 1.310 0.031
H -3.939 -2.291 -0.865
H -4.122 -4.275 -2.279
H -2.100 -5.181 -3.395
H 0.055 -4.075 -3.078
H 2.068 -4.095 -2.379
H 1.903 -4.020 -0.611
H 3.217 -3.159 -1.412
H 0.968 -2.279 -4.085
H 2.451 -1.370 -3.708
H 0.889 -0.538 -3.758
O 0.269 2.180 -3.810
S -0.331 2.409 -2.487
O -1.700 2.833 -2.599
O 0.510 3.410 -1.733
O -0.225 1.131 -1.677
C -0.753 2.459 1.328
C -1.424 2.651 2.320
C -2.206 2.911 3.488
C -3.545 2.524 3.575
C -4.283 2.809 4.713
C -3.701 3.477 5.780
C -2.365 3.850 5.709
C -1.622 3.570 4.575
H -3.999 2.002 2.742
H -5.323 2.510 4.771
H -4.284 3.710 6.663
H -1.903 4.363 6.543
H -0.581 3.860 4.511
N 5.041 2.359 -5.153
C 3.917 2.148 -4.411
N 2.742 2.185 -5.016
N 4.118 1.916 -3.135
C 3.266 1.736 -2.182
N 2.742 1.477 -1.174
H 5.008 2.255 -6.149
H 5.918 2.199 -4.692
H 2.701 2.468 -5.979
H 1.838 2.212 -4.477

DFT (ωB97M-V with the def2-TZVPD basis set) results for a cluster of 2 separate species, C4H11N2 in total.

The spin multiplicity is 1. Its net charge is +1.

Atoms and positions in Å:
C -1.376 0.519 -0.917
C -1.483 -0.591 0.097
C -0.423 -1.639 0.117
N 1.113 0.622 1.354
C 1.908 1.045 0.393
N 1.938 0.358 -0.684
H -1.174 1.504 -0.362
H -0.421 0.399 -1.567
H -2.226 0.726 -1.538
H -2.510 -1.007 0.035
H -1.340 -0.105 1.073
H -0.192 -1.832 1.159
H 0.532 -1.151 -0.177
H -0.780 -2.507 -0.414
H 2.568 1.858 0.649
H 1.142 1.351 2.113
H 2.723 0.450 -1.331

DFT (ωB97M-V with the def2-TZVPD basis set) results for the molecule C3H3NS.

The spin multiplicity is 1. As for the structure (SMILES): Nc1cc1=S.

Atoms and positions in Å:
C 0.576 -1.059 -0.422
C 0.230 0.181 0.062
C -0.232 -1.081 0.719
N 0.067 1.512 -0.148
S -1.021 -1.755 1.895
H 1.019 -1.495 -1.256
H 0.165 1.812 -1.100
H -0.805 1.886 0.249

DFT (ωB97M-V with the def2-TZVPD basis set) results for a structure of composition C12H35N3O5Sr2.

The spin multiplicity is 1. Its net charge is +2.

Atoms and positions in Å:
Sr 2.918 7.483 0.336
Sr 6.256 8.597 0.902
O 4.192 9.725 0.237
H 4.286 10.230 -0.570
O 5.124 7.235 -0.847
H 5.553 6.403 -1.076
C 6.612 8.042 -5.781
C 6.504 7.505 -4.361
C 7.742 6.731 -3.936
O 7.939 5.683 -4.878
C 9.225 5.685 -5.472
N 6.186 8.604 -3.411
H 6.647 7.222 -6.495
H 7.480 8.695 -5.879
H 5.746 8.642 -6.073
H 5.669 6.790 -4.336
H 7.558 6.193 -2.998
H 8.627 7.359 -3.813
H 9.963 5.329 -4.747
H 9.534 6.653 -5.870
H 9.229 4.965 -6.287
H 5.756 8.153 -2.602
H 5.376 9.063 -3.828
C 6.358 3.679 -1.844
C 5.420 2.951 -0.869
C 6.172 1.935 -0.014
O 6.496 0.884 -0.882
C 6.879 -0.287 -0.194
N 4.804 3.978 0.014
H 7.110 4.235 -1.270
H 5.795 4.302 -2.541
H 6.987 3.009 -2.438
H 4.621 2.435 -1.400
H 5.585 1.635 0.858
H 7.092 2.424 0.343
H 6.100 -0.586 0.517
H 7.777 -0.145 0.424
H 7.116 -1.092 -0.883
H 5.562 4.325 0.604
H 4.591 4.802 -0.537
C -1.656 5.767 -0.193
C -0.139 5.978 -0.153
C 0.439 5.673 -1.523
O 1.820 6.030 -1.568
C 2.593 5.451 -2.627
N 0.174 7.366 0.260
H -1.999 4.850 -0.671
H -2.076 6.614 -0.747
H -2.124 5.799 0.791
H 0.232 5.223 0.549
H -0.053 6.257 -2.311
H 0.247 4.626 -1.769
H 2.780 4.409 -2.344
H 3.547 5.955 -2.754
H 2.039 5.437 -3.566
H -0.275 7.963 -0.434
H -0.315 7.562 1.131

DFT (ωB97M-V with the def2-TZVPD basis set) results for a structure of composition C29H29ClFN4O8SScSi.

The spin multiplicity is 1. Its net charge is -2.

Atoms and positions in Å:
Sc -0.163 0.326 0.940
C -2.306 -1.370 -4.419
O -1.965 -1.033 -3.081
C -2.874 -1.389 -2.131
C -4.147 -1.811 -2.235
C -4.902 -2.303 -1.120
C -4.258 -2.499 0.031
C -2.897 -1.958 0.262
C -2.314 -2.270 1.502
N -1.100 -1.780 1.802
N -0.253 -2.360 2.685
C 1.039 -1.991 2.416
O 1.373 -1.198 1.433
C 2.089 -2.567 3.307
C 1.716 -3.455 4.281
C 2.719 -3.991 5.085
C 4.032 -3.567 5.013
C 4.339 -2.600 4.127
C 3.360 -2.047 3.233
C -2.252 -1.279 -0.761
O -1.225 -0.525 -0.661
H -3.289 -0.941 -4.763
H -2.283 -2.449 -4.602
H -1.479 -0.869 -4.906
H -4.638 -1.783 -3.239
H -5.931 -2.636 -1.266
H -4.719 -2.877 0.913
H -2.824 -3.015 2.117
H 0.653 -3.783 4.273
H 2.419 -4.729 5.863
H 4.759 -4.027 5.686
H 5.378 -2.200 4.108
H 3.603 -1.330 2.433
C 2.590 0.339 -3.312
Si 2.289 -0.349 -1.521
C 4.055 -0.221 -0.650
C 1.650 -2.157 -1.696
N 1.296 0.840 -0.689
C 1.636 2.092 -1.032
C 2.635 2.780 -0.354
C 2.892 4.082 -0.602
C 2.213 4.833 -1.515
C 1.224 4.199 -2.267
C 1.030 2.835 -2.113
F 0.103 2.189 -2.871
H 3.167 -0.427 -3.777
H 3.115 1.347 -3.274
H 1.649 0.366 -3.916
H 4.541 -1.180 -0.755
H 3.953 -0.071 0.438
H 4.650 0.585 -1.037
H 0.529 -2.304 -1.540
H 2.183 -2.822 -1.062
H 1.749 -2.446 -2.758
H 3.167 2.234 0.482
H 3.586 4.570 0.101
H 2.324 5.904 -1.608
H 0.711 4.635 -3.071
O -1.474 1.911 0.731
N -2.519 2.441 0.095
C -2.560 2.365 -1.291
C -3.732 2.652 -1.929
C -4.664 3.490 -1.301
C -4.560 3.611 0.114
C -3.593 2.869 0.867
S -3.735 2.663 2.470
H -1.783 1.777 -1.778
H -3.881 2.521 -3.030
H -5.377 4.133 -1.867
H -5.260 4.181 0.705
O 1.328 1.501 2.475
Cl 0.502 1.188 3.739
O 1.207 0.268 4.538
O 0.153 2.420 4.378
O -0.644 0.460 3.161

DFT (ωB97M-V with the def2-TZVPD basis set) results for a cluster of 2 separate species, CH11N7 in total.

The spin multiplicity is 1.

Atoms and positions in Å:
C 2.349 -0.722 -1.056
N -2.114 1.219 -0.754
N 1.008 1.934 0.778
N -2.993 -1.734 0.918
N 2.464 0.356 -0.142
N -2.657 0.221 -0.200
N 1.173 0.681 0.334
N -2.105 -0.641 0.492
H 1.518 -0.442 -1.673
H 3.234 -0.892 -1.593
H 2.133 -1.730 -0.477
H -1.127 1.048 -0.456
H 0.797 -0.043 0.989
H 1.802 2.230 1.395
H 1.148 2.615 -0.062
H -3.652 -2.076 0.109
H -2.363 -2.430 1.131
H 3.069 0.197 0.613
H -3.684 0.207 -0.345

no.,DFT total energy (eV)
1,-203470.0998
2,-7293.0076
3,-15482.3888
4,-29378.5116
5,-107534.1085
6,-11639.9911